<i>
Computed, not measured: a cluster of 3 separate species, C7H14N2 in total, with the ωB97M-V functional and the def2-TZVPD basis.

ORCA input file:
```
! wB97M-V def2-TZVPD RIJCOSX def2/J DEFGRID3
* xyz 0 1
C 2.47770 -0.32642 -0.43522
C -0.07735 -1.64976 -0.04311
C -2.91386 0.10972 -0.74465
C 3.09446 -0.41333 0.92167
N 0.39397 -0.28172 0.08786
C 0.18519 0.71840 -0.64418
C -1.89337 0.72145 0.14120
C -2.07372 1.47976 1.20681
N 0.48914 1.77085 -1.21700
H -0.26462 2.44995 -1.29013
H 2.50706 -1.22494 -1.04529
H 2.73612 0.54625 -1.02542
H 0.74771 -2.32796 0.18142
H -0.86652 -1.81298 0.69002
H -0.45152 -1.87377 -1.04383
H -2.73175 0.35587 -1.79528
H -3.92964 0.45932 -0.50122
H -2.92212 -0.98107 -0.65824
H 2.89892 0.48907 1.50655
H 4.18741 -0.52659 0.85650
H 2.72796 -1.27641 1.48400
H -1.24783 1.82002 1.82544
H -3.07335 1.77430 1.54209
*
```

In elementary charge units, the Löwdin charges are: -0.07 -0.09 -0.13 -0.16 0.00 -0.38 -0.24 -0.04 0.15 0.07 0.07 0.06 0.08 0.08 0.09 0.07 0.07 0.06 0.07 0.07 0.06 0.05 0.05

---

<ii>
Computed, not measured: a cluster of 2 separate species, C7H14N2 in total, with the ωB97M-V functional and the def2-TZVPD basis.

ORCA input file:
```
! wB97M-V def2-TZVPD RIJCOSX def2/J DEFGRID3
* xyz 0 1
C -0.59970 -2.22371 0.23680
C -0.39523 -2.91977 1.61876
C 0.36578 -2.72358 -0.85547
H -1.64355 -2.32664 -0.04758
H -0.30940 -1.19006 0.43617
H 0.30337 -2.33969 2.21402
H 0.82823 -3.67268 -0.58933
H 0.14640 -3.86750 1.47555
H -1.34317 -3.13831 2.11122
H -0.14356 -2.87549 -1.80562
H 1.18217 -2.01280 -0.97239
C -1.46403 3.15930 0.44888
C 1.58974 1.39863 -0.05977
C -0.24119 2.52143 -0.13465
C 0.37500 2.68923 -1.33947
N 0.53446 1.71085 0.65333
N 1.55455 1.98986 -1.27673
H 2.46130 0.95060 0.39180
H 2.09070 1.71021 -2.08055
H 0.05294 3.21782 -2.21783
H -2.38748 2.84743 -0.05047
H -1.38744 4.23773 0.35599
H -1.56989 2.85713 1.48733
*
```

The structure (SMILES) is Cc1c[nH]cn1.CCC.

In elementary charge units, the Löwdin charges are: -0.29 -0.12 -0.12 0.09 0.07 0.06 0.06 0.06 0.06 0.06 0.05 -0.05 -0.22 -0.36 -0.08 0.08 0.04 0.12 0.14 0.11 0.07 0.07 0.07

---

Quick one: least stable of them? <i>